--- i ---
A cluster of 2 separate species, C5H14 in total. Source: OMol25; level of theory: ωB97M-V/def2-TZVPD.

Geometry as XYZ:
```
19
Properties=species:S:1:pos:R:3
C -2.28 1.38 1.66
H 1.76 -0.01 -2.32
H -0.26 -0.59 1.08
H -1.12 1.43 -0.19
H -3.25 0.96 1.93
H 2.12 -2.11 -1.65
H 3.76 -1.66 -1.21
C 2.35 0.00 -1.41
H -2.58 0.74 -0.42
C -1.18 -0.62 0.49
C 2.70 -1.45 -1.04
H -1.61 1.07 2.43
H -1.83 -1.12 1.19
H 2.58 -1.68 0.01
H 3.18 0.68 -1.63
C -1.80 0.77 0.35
H -2.33 2.45 1.58
H -0.95 -1.09 -0.47
H 1.76 0.48 -0.63
```

Output
frontier orbital gap: 0.446 Ha
SMILES: CCC.CC
total charge: 0
LUMO energy: 1.133 eV

---

--- ii ---
A cluster of 2 separate species, C5H14 in total. Source: OMol25; level of theory: ωB97M-V/def2-TZVPD.

Geometry as XYZ:
```
19
Properties=species:S:1:pos:R:3
H 1.46 -0.41 3.99
H 0.28 0.22 -1.09
H -0.70 2.02 -0.09
H -0.02 1.02 -3.52
C -1.29 1.57 -0.89
H -0.57 -0.70 -3.46
H -1.33 -0.50 -1.33
C 1.31 -1.25 3.32
C -0.68 0.30 -1.56
H -1.73 0.62 -3.37
H 1.84 -1.56 1.23
H -2.19 1.26 -0.36
C 1.30 -0.85 1.84
H 2.12 -1.96 3.44
C -0.73 0.31 -3.10
H 1.85 0.07 1.61
H 0.32 -0.64 1.42
H 0.41 -1.80 3.59
H -1.64 2.26 -1.66
```

Output
frontier orbital gap: 0.453 Ha
SMILES: CCC.CC
total charge: 0
LUMO energy: 1.088 eV

---

--- iii ---
A cluster of 2 separate species, C5H14 in total. Source: OMol25; level of theory: ωB97M-V/def2-TZVPD.

Geometry as XYZ:
```
19
Properties=species:S:1:pos:R:3
H -0.49 2.05 2.95
H 0.33 -2.99 -2.16
H -2.19 1.74 0.65
H 1.23 -2.58 -0.69
H 0.95 -0.03 -1.45
C -0.47 0.58 1.41
H -1.07 -0.17 1.95
H 1.03 1.16 2.87
H 0.64 2.42 1.65
H -0.43 -1.07 -1.19
H -1.64 0.49 -0.44
C 0.44 -0.90 -1.84
C 0.24 1.61 2.26
C 1.08 -2.31 -1.74
H 0.28 -0.06 0.92
H -0.72 1.93 -0.29
H 2.00 -2.38 -2.31
C -1.30 1.21 0.30
H 0.10 -0.69 -2.84
```

Output
frontier orbital gap: 0.454 Ha
SMILES: CCC.CC
total charge: 0
LUMO energy: 1.129 eV

---

Energetically preferred structure: iii | next structure: +0.154 eV

---

--- i ---
A cluster of 2 separate species, C5H14 in total. Source: OMol25; level of theory: ωB97M-V/def2-TZVPD.

Geometry as XYZ:
```
19
Properties=species:S:1:pos:R:3
H -1.77 1.43 2.50
C -0.49 -0.37 -1.33
C 1.88 0.03 -1.89
H -0.28 -1.15 1.81
C -0.96 0.97 1.94
H 1.89 -1.00 -2.26
H 1.17 -0.80 -0.03
H 2.93 0.11 -1.58
H 1.64 0.79 -2.62
H 0.03 1.19 2.33
C -1.19 -0.58 1.92
H 0.95 0.92 -0.19
H -1.13 0.50 -1.51
C 0.87 -0.02 -0.73
H -1.91 -0.74 1.13
H -1.67 -0.77 2.88
H -0.41 -0.97 -2.23
H -1.16 -0.96 -0.71
H -0.96 1.46 0.96
```

Output
frontier orbital gap: 0.460 Ha
SMILES: CCC.CC
total charge: 0
LUMO energy: 1.185 eV

---

--- ii ---
A cluster of 2 separate species, C5H14 in total. Source: OMol25; level of theory: ωB97M-V/def2-TZVPD.

Geometry as XYZ:
```
19
Properties=species:S:1:pos:R:3
H 1.24 0.76 -0.93
H 2.84 1.38 -1.25
H -2.74 1.80 -0.41
H 3.76 -0.91 -0.63
H -2.12 1.68 1.18
H 2.86 -0.82 -2.10
H -0.52 -0.79 1.88
C 2.75 -0.73 -1.02
H -1.18 -2.04 0.94
H 2.08 -1.51 -0.63
H 2.36 0.83 0.43
C -1.53 -0.03 0.04
H -2.28 -0.91 1.84
C 2.28 0.68 -0.64
C -2.53 1.07 0.37
H -1.82 -0.59 -0.85
H -3.49 0.70 0.73
C -1.38 -1.01 1.22
H -0.57 0.44 -0.17
```

Output
frontier orbital gap: 0.456 Ha
SMILES: CCC.CC
total charge: 0
LUMO energy: 1.117 eV

---

--- iii ---
A cluster of 2 separate species, C5H14 in total. Source: OMol25; level of theory: ωB97M-V/def2-TZVPD.

Geometry as XYZ:
```
19
Properties=species:S:1:pos:R:3
C 1.85 -1.78 0.45
C 3.20 -1.09 0.48
H -1.27 2.61 0.47
H 1.86 -2.65 1.10
H 1.58 -2.18 -0.53
H -0.52 0.31 0.24
C -1.74 0.63 -1.55
H 3.90 -1.44 -0.29
H -2.02 1.64 1.76
H 3.65 -1.18 1.47
C -1.96 1.79 0.68
H -2.80 0.80 -1.74
H 3.12 -0.01 0.31
H -1.16 1.47 -1.95
H -2.97 2.12 0.41
H -1.44 -0.28 -2.09
H 1.02 -1.12 0.74
H -2.17 -0.32 0.32
C -1.55 0.51 -0.04
```

Output
frontier orbital gap: 0.463 Ha
SMILES: CCC.CC
total charge: 0
LUMO energy: 1.092 eV

---

--- iv ---
A cluster of 2 separate species, C5H14 in total. Source: OMol25; level of theory: ωB97M-V/def2-TZVPD.

Geometry as XYZ:
```
19
Properties=species:S:1:pos:R:3
H -0.35 -0.13 0.28
H -0.44 0.47 2.60
H 0.67 -2.20 -1.62
H -1.87 -0.53 -0.39
H -2.38 1.99 0.83
H 0.77 -0.73 -2.54
C -1.07 1.30 2.29
C 2.35 -0.88 -1.04
H 2.09 -0.74 0.01
H -1.16 0.98 -0.90
C -1.28 0.33 -0.05
H -2.79 0.35 1.52
C -2.02 1.01 1.11
C 1.37 -1.49 -2.05
H 1.99 -1.93 -2.83
H 2.81 0.03 -1.42
H -1.56 1.74 3.15
H 3.19 -1.58 -0.90
H -0.33 2.01 1.90
```

Output
frontier orbital gap: 0.454 Ha
SMILES: CCC.CC
total charge: 0
LUMO energy: 1.135 eV

---

Energetically preferred structure: iii | next structure: +0.145 eV

---

--- i ---
A cluster of 2 separate species, C5H14 in total. Source: OMol25; level of theory: ωB97M-V/def2-TZVPD.

Geometry as XYZ:
```
19
Properties=species:S:1:pos:R:3
H -2.33 -1.35 1.48
H -2.24 -2.01 -1.58
H 3.66 1.33 0.06
C -1.78 -1.86 -0.61
H 3.26 2.64 1.20
C 1.60 2.10 -0.03
H -3.60 -1.91 0.63
H -0.53 -0.09 -1.25
H 1.41 1.42 -0.86
H -3.02 -0.28 0.25
C 2.89 1.75 0.70
H 1.60 3.11 -0.45
H -1.41 -2.82 -0.25
C -2.70 -1.31 0.45
H 0.71 2.06 0.60
C -0.46 -1.06 -0.76
H -0.04 -0.90 0.23
H 2.74 0.92 1.40
H 0.24 -1.75 -1.21
```

Output
frontier orbital gap: 0.460 Ha
SMILES: CCC.CC
total charge: 0
LUMO energy: 1.114 eV

---

--- ii ---
A cluster of 2 separate species, C5H14 in total. Source: OMol25; level of theory: ωB97M-V/def2-TZVPD.

Geometry as XYZ:
```
19
Properties=species:S:1:pos:R:3
H 1.69 3.07 -0.31
H 0.31 4.16 -0.05
H 0.56 -1.28 0.84
C -0.20 -2.38 -0.87
H 0.09 -2.86 1.23
H 0.46 -2.28 -1.74
H -2.09 -1.55 -1.70
H 0.06 2.57 -0.79
C 0.58 -2.30 0.43
H -0.53 -3.39 -0.97
H 0.74 1.65 1.64
H -0.80 2.47 1.37
H -0.82 -0.38 -1.14
C -1.31 -1.34 -0.99
C 0.28 2.61 1.35
H 0.65 3.30 2.09
H 1.62 -2.61 0.41
H -1.81 -1.28 -0.01
C 0.64 3.13 -0.06
```

Output
frontier orbital gap: 0.452 Ha
SMILES: CCC.CC
total charge: 0
LUMO energy: 1.083 eV

---

--- iii ---
A cluster of 2 separate species, C5H14 in total. Source: OMol25; level of theory: ωB97M-V/def2-TZVPD.

Geometry as XYZ:
```
19
Properties=species:S:1:pos:R:3
H 0.99 -1.96 -1.20
H 1.21 0.29 1.50
H -0.63 -1.22 -1.73
H -2.44 1.05 0.53
H -1.23 1.60 2.72
H 0.59 0.89 3.33
C -1.54 0.46 0.78
H -0.98 0.37 -0.15
H 1.21 0.39 -2.22
H 0.36 -2.50 -2.59
H -0.51 2.19 1.29
C -0.72 1.26 1.74
H 0.28 -0.64 2.33
C 1.32 -0.49 -2.63
C 0.37 -1.50 -1.99
C 0.50 0.47 2.34
H 1.05 -0.37 -3.75
H 2.45 -0.77 -2.51
H -1.90 -0.49 1.01
```

Output
frontier orbital gap: 0.429 Ha
SMILES: CCC.CC
total charge: 0
LUMO energy: 1.064 eV

---

Energetically preferred structure: ii | next structure: +0.051 eV

---

--- i ---
The ion C4H8N with charge +1. Source: OMol25; level of theory: ωB97M-V/def2-TZVPD.

Geometry as XYZ:
```
13
Properties=species:S:1:pos:R:3
H -2.09 0.21 1.41
C -1.77 0.73 0.43
C -0.39 -1.42 -0.53
H -2.42 0.62 -0.38
H -0.47 -1.66 -1.64
C 2.22 0.49 0.00
H 2.69 -0.06 -0.86
H -1.53 1.81 0.60
H 1.98 1.56 -0.19
C 0.55 -0.32 -0.03
N -0.63 0.00 0.01
H -0.78 -2.21 0.18
H 2.63 0.26 1.00
```

Output
frontier orbital gap: 0.431 Ha
SMILES: CC1=[N+](C)C1
total charge: +1
LUMO energy: -4.229 eV

---

--- ii ---
A structure of composition C4H8N. Source: OMol25; level of theory: ωB97M-V/def2-TZVPD.

Geometry as XYZ:
```
13
Properties=species:S:1:pos:R:3
H 0.96 -0.12 1.35
C -1.07 2.24 -0.44
H 0.78 -2.31 1.76
C -0.68 2.78 -1.49
C 0.89 -2.10 0.66
H 1.90 -2.37 0.56
H -0.49 0.99 -0.08
H -0.17 2.89 -2.42
H -0.98 -0.53 -0.88
N -0.37 -0.17 -0.11
H -1.60 2.24 0.48
C 0.52 -0.65 0.57
H 0.31 -2.87 0.05
```

Output
frontier orbital gap: 0.415 Ha
total charge: +1
LUMO energy: -4.040 eV

---

Energetically preferred structure: i | next structure: +0.246 eV

---

--- i ---
A cluster of 2 separate species, C4H8N in total. Source: OMol25; level of theory: ωB97M-V/def2-TZVPD.

Geometry as XYZ:
```
13
Properties=species:S:1:pos:R:3
C 0.20 -0.26 -1.68
N -0.08 0.33 -0.73
H 0.94 -0.23 -3.61
H 1.21 -1.81 -2.59
C -0.95 0.29 2.80
H -0.27 -1.30 -3.52
H -1.86 0.93 2.91
H -0.09 0.70 0.17
C 0.59 -0.89 -2.87
H -0.73 -0.42 3.52
H 0.98 0.24 2.17
H 0.03 1.67 1.39
C 0.02 0.75 2.04
```

Output
frontier orbital gap: 0.374 Ha
total charge: +1
LUMO energy: -4.295 eV

---

--- ii ---
The ion C4H8N with charge +1. Source: OMol25; level of theory: ωB97M-V/def2-TZVPD.

Geometry as XYZ:
```
13
Properties=species:S:1:pos:R:3
H 2.30 -1.27 0.30
C 2.14 -0.14 0.01
H -2.37 1.08 0.98
N -0.53 0.20 0.06
C -1.49 -0.81 -0.05
H -1.58 -1.49 0.80
H 0.96 1.53 0.06
H 2.98 0.57 0.46
C -1.88 0.62 0.05
H 2.39 -0.40 -1.07
C 0.72 0.55 0.10
H -1.68 -1.51 -0.87
H -1.97 1.06 -0.83
```

Output
frontier orbital gap: 0.431 Ha
SMILES: CC=[N+]1CC1
total charge: +1
LUMO energy: -4.910 eV

---

--- iii ---
A cluster of 2 separate species, C4H8N in total. Source: OMol25; level of theory: ωB97M-V/def2-TZVPD.

Geometry as XYZ:
```
13
Properties=species:S:1:pos:R:3
H -1.16 -1.00 -1.35
C 1.02 0.18 -0.24
H 2.98 0.39 -0.46
H -1.42 1.62 -0.46
C -1.31 -0.71 -0.27
H 0.93 0.58 -2.07
H -2.12 0.98 1.12
H 2.34 -0.62 1.05
C -1.38 0.69 0.23
H -0.12 -0.42 1.52
H -1.84 -1.53 0.28
N -0.17 -0.13 0.51
C 2.24 -0.04 0.14
```

Output
frontier orbital gap: 0.367 Ha
total charge: +1
LUMO energy: -4.965 eV

---

Energetically preferred structure: i | next structure: +0.466 eV